Molecular formula: C45H39BBrN3O10P2S
Method: DFT, ωB97M-V/def2-TZVPD

Each line ends with the Mulliken charge.
Cartesian coordinates (Å):
H  7.80  4.74  -0.27  0.2707
N  8.21  3.81  -0.29  -0.7840
C  7.56  3.09  0.55  0.5949
N  6.47  3.67  1.27  -0.5259
N  7.92  1.75  0.75  -0.4501
C  6.86  0.85  0.20  0.0745
C  7.21  -0.64  0.38  -0.9186
C  6.20  -1.57  1.11  -0.7487
C  5.14  -0.90  2.00  -1.8114
C  3.90  -0.38  1.29  0.5876
C  3.14  0.57  1.85  0.9978
P  3.45  1.30  3.52  0.1440
S  3.76  3.21  3.55  -0.3750
C  1.91  1.14  1.13  -0.1391
O  1.62  2.30  1.27  -0.5382
C  1.17  0.17  0.27  0.4052
C  -0.18  0.23  0.00  0.0759
B  -1.10  1.39  0.61  0.7196
O  -1.30  2.53  -0.11  -0.5505
O  -1.71  1.26  1.86  -0.5172
C  -0.87  1.80  2.90  0.1043
C  -1.71  2.24  4.11  -1.4314
C  -0.77  -0.72  -0.85  0.1098
P  -2.54  -0.79  -1.37  -0.0782
O  -3.50  -0.42  -0.09  -0.4064
Br  -2.69  0.94  -2.82  -0.0528
C  0.01  -1.72  -1.38  -0.3151
C  1.37  -1.81  -1.13  -0.0198
O  2.09  -2.81  -1.72  -0.4600
C  1.93  -0.85  -0.32  0.1500
C  3.44  -0.88  -0.06  0.0110
O  4.17  -1.25  -0.95  -0.5461
H  5.93  2.94  1.72  0.1299
H  6.84  4.27  2.00  0.2774
H  8.78  1.57  0.25  0.3050
H  6.83  1.05  -0.89  0.4549
H  5.90  1.19  0.59  -0.2518
H  8.19  -0.72  0.89  0.3948
H  7.38  -1.06  -0.61  0.2817
H  6.78  -2.23  1.76  0.5518
H  5.77  -2.24  0.36  0.3377
H  5.64  -0.09  2.54  0.4459
H  4.81  -1.65  2.74  0.6007
H  4.52  0.65  4.16  0.1458
H  2.28  0.99  4.27  0.0887
H  -1.90  3.11  0.38  0.3118
H  -0.13  1.08  3.26  0.0415
H  -0.42  2.72  2.51  0.3581
H  -2.36  1.43  4.48  0.3518
H  -2.26  3.15  3.88  0.3212
H  -0.98  2.46  4.91  0.3891
H  -3.78  0.51  -0.20  0.2853
H  -0.44  -2.46  -2.03  0.4263
H  2.26  -2.58  -2.64  0.3140
O  0.32  -7.96  3.83  -0.6652
C  0.45  -7.68  2.66  0.6728
C  0.97  -6.36  2.24  0.0735
C  1.34  -5.43  3.22  -0.9102
C  1.86  -4.21  2.84  -0.7717
C  2.03  -3.90  1.50  0.0842
C  1.65  -4.80  0.52  -0.5598
C  1.12  -6.03  0.89  -0.0892
C  0.70  -6.99  -0.17  0.4709
O  0.77  -6.69  -1.34  -0.6621
C  0.19  -8.33  0.25  0.1648
C  -0.17  -9.25  -0.73  -0.5434
C  -0.61  -10.51  -0.35  -0.4903
C  -0.69  -10.86  0.99  -0.4760
C  -0.35  -9.94  1.97  -0.5438
C  0.09  -8.67  1.60  0.1645
H  1.22  -5.68  4.26  0.4782
H  2.15  -3.49  3.60  0.4580
H  2.45  -2.95  1.21  0.5056
H  1.77  -4.56  -0.52  0.8011
H  -0.10  -8.99  -1.77  0.4694
H  -0.89  -11.23  -1.11  0.4048
H  -1.03  -11.84  1.28  0.4015
H  -0.41  -10.20  3.01  0.4665
O  -5.70  8.25  -3.78  -0.6579
C  -6.20  7.16  -3.60  0.5983
C  -7.53  7.03  -2.94  0.1695
C  -8.21  8.18  -2.56  -0.5644
C  -9.47  8.07  -1.99  -0.4611
C  -10.05  6.82  -1.80  -0.4673
C  -9.37  5.68  -2.16  -0.5432
C  -8.11  5.77  -2.73  0.2195
C  -7.38  4.53  -3.11  0.5650
O  -7.85  3.44  -2.87  -0.6637
C  -6.05  4.66  -3.78  0.3452
C  -5.38  3.51  -4.17  -0.7879
C  -4.16  3.62  -4.82  -0.6127
C  -3.62  4.87  -5.09  -0.6830
C  -4.28  6.01  -4.69  -0.5578
C  -5.50  5.92  -4.03  0.2523
H  -7.76  9.15  -2.71  0.4711
H  -10.00  8.97  -1.69  0.3958
H  -11.04  6.75  -1.36  0.3986
H  -9.82  4.71  -2.01  0.4676
H  -5.80  2.54  -3.96  0.5142
H  -3.63  2.72  -5.13  0.6700
H  -2.67  4.95  -5.61  0.4127
H  -3.86  6.99  -4.90  0.4766

Values from the calculation:
Total energy = -172377.845 eV
HOMO energy = -8.90 eV
SMILES = [H]/N=C(\N)NCCCCC1=C([PH2]=S)C(=O)c2c(B(O)OCC)c(P(O)Br)cc(O)c2C1=O.O=C1c2ccccc2C(=O)c2ccccc21.O=C1c2ccccc2C(=O)c2ccccc21
Total charge = 0